Density functional theory data (wB97M-V/def2-TZVPD) for a 2-piece molecular cluster, C9H11IN2O2 overall at a distorted geometry.

CARTESIAN COORDINATES (ANGSTROEM)
C  -0.924  -0.197  1.511
C  0.279  -0.731  -1.892
H  -2.099  -1.192  4.386
H  -0.779  -1.904  2.261
H  2.524  -0.236  -4.002
C  -1.647  -0.494  3.735
H  -1.980  2.655  -0.168
H  -0.868  0.041  4.508
C  3.222  -0.181  -3.034
H  -2.483  0.179  3.435
H  4.183  0.178  -3.200
H  3.289  -1.200  -2.534
C  2.462  0.702  -2.109
H  -1.038  1.614  -1.849
H  0.641  -1.662  -1.617
C  -0.285  -0.838  0.391
I  -0.512  -0.460  -3.828
C  -0.875  1.105  -0.924
O  2.528  1.447  -1.178
N  -0.817  -0.976  2.659
C  -1.479  1.699  0.110
H  -1.824  1.502  2.223
N  -0.259  -0.147  -0.825
O  0.157  -1.978  0.513
C  -1.417  1.075  1.427

The LUMO energy (alpha / beta) comes out at 0.070 / -1.023 eV. As for the total charge: 0. Its expectation value of S² is 2.02. The value obtained for the HOMO-LUMO gap (alpha / beta) is 6.32 / 6.95 eV. As for the HOMO energy (alpha / beta): -0.2295 / -0.2931 Ha. The multiplicity is 3.

Mulliken population analysis, charges in e, atoms 1 to 8:
1. C 0.10
2. C -0.98
3. H 0.36
4. H 0.29
5. H 0.15
6. C -0.93
7. H 0.29
8. H 0.26

Density functional theory data (wB97M-V/def2-TZVPD) for the molecule C4H9NO2.

CARTESIAN COORDINATES (ANGSTROEM)
H  -0.172  -2.223  0.048
C  2.055  0.678  -0.271
C  -1.012  -0.305  0.142
H  -1.646  -2.050  -0.940
H  -1.753  -2.231  0.831
C  -0.033  0.208  1.168
O  1.277  -0.036  0.673
O  -1.221  1.791  -0.517
H  -0.098  -0.404  2.080
H  -0.248  1.243  1.456
N  -1.530  0.446  -0.749
H  -1.450  2.214  -1.352
H  3.068  0.660  0.151
H  2.113  0.145  -1.232
C  -1.175  -1.789  0.010
H  1.783  1.720  -0.485

The LUMO energy comes out at 0.941 eV. As for the total charge: 0. As for the structure (SMILES): COC/C(C)=N\O. The value obtained for the HOMO-LUMO gap is 10.47 eV. As for the HOMO energy: -0.3500 Ha. Its energy above the lowest of the compared OMol25 structures with the same formula, charge and spin is 349.9 kJ/mol. The multiplicity is 1.

Mulliken population analysis, charges in e, atoms 1 to 8:
1. H 0.28
2. C -0.64
3. C 0.93
4. H 0.36
5. H 0.26
6. C -0.58
7. O -0.37
8. O -0.38

Density functional theory data (wB97M-V/def2-TZVPD) for the molecule C4H4N4 at a distorted geometry.

CARTESIAN COORDINATES (ANGSTROEM)
H  -1.259  1.772  -0.798
N  0.873  -0.103  -0.887
N  1.498  1.958  -0.470
H  0.625  -2.193  -1.046
C  0.525  -1.307  -0.518
H  0.214  -2.237  1.560
C  -0.253  -1.510  0.673
C  -0.892  0.932  -0.032
N  -1.379  -0.906  1.052
N  -1.824  0.059  0.287
C  0.513  0.911  -0.152
H  1.359  2.625  0.333

The LUMO energy comes out at -1.358 eV. As for the total charge: 0. As for the structure (SMILES): [H]/N=c1\cnnccn1. The value obtained for the HOMO-LUMO gap is 8.11 eV. As for the HOMO energy: -0.3480 Ha. Its energy above the lowest of the compared OMol25 structures with the same formula, charge and spin is 580.1 kJ/mol. The multiplicity is 1.

Mulliken population analysis, charges in e, atoms 1 to 8:
1. H 0.25
2. N -0.34
3. N -0.52
4. H 0.44
5. C 0.02
6. H 0.30
7. C -0.11
8. C 0.16

Density functional theory data (wB97M-V/def2-TZVPD) for a 2-piece molecular cluster, C3H5O3 overall at a distorted geometry.

CARTESIAN COORDINATES (ANGSTROEM)
H  3.656  -0.470  -0.166
O  -0.512  0.451  0.866
C  2.530  -0.661  0.219
H  -2.854  1.438  0.230
C  -1.275  0.074  -0.197
H  -2.924  0.724  -1.507
O  1.990  0.087  1.127
C  -2.452  0.694  -0.475
O  2.104  -1.820  -0.151
H  0.482  0.302  0.821
H  -0.746  -0.819  -0.766

The LUMO energy comes out at 4.249 eV. As for the total charge: -1. The value obtained for the HOMO-LUMO gap is 9.02 eV. As for the HOMO energy: -0.1753 Ha. Its energy above the lowest of the compared OMol25 structures with the same formula, charge and spin is 100.8 kJ/mol. The multiplicity is 1.

Mulliken population analysis, charges in e, atoms 1 to 8:
1. H 0.24
2. O -0.51
3. C 0.13
4. H 0.23
5. C 0.10
6. H 0.20
7. O -0.71
8. C -0.71

Density functional theory data (wB97M-V/def2-TZVPD) for C18H11AsBrCl5NO6OsS as an isolated structure.

CARTESIAN COORDINATES (ANGSTROEM)
C  -2.387  1.027  4.589
H  2.297  -1.745  -3.387
Cl  -3.054  2.784  1.068
Cl  -0.733  -0.915  5.499
O  1.406  3.631  1.093
As  1.909  -0.246  -1.750
H  -4.429  -2.906  -1.052
H  0.297  -2.339  0.085
C  2.789  3.898  -1.416
C  -0.971  -0.020  2.970
H  4.090  5.050  -2.665
O  -0.255  2.438  -0.261
N  -1.545  -1.440  -0.205
H  -3.012  -4.928  -0.742
C  3.513  1.726  -2.985
C  2.620  1.537  -1.942
Cl  0.291  -1.126  2.554
C  -2.824  -1.588  -0.569
C  -2.905  1.859  3.590
H  -0.872  -5.920  -0.160
Cl  -4.088  3.031  3.981
Cl  -2.938  1.177  6.194
H  3.793  0.890  -3.610
H  0.388  -5.014  -1.000
Os  -0.737  0.489  0.051
H  0.269  -4.927  0.752
C  -1.401  0.082  4.282
C  -1.487  0.768  1.936
O  2.070  -0.805  -3.389
C  -0.314  -4.986  -0.166
C  3.680  4.070  -2.468
C  -2.447  1.728  2.284
C  -1.238  -3.810  -0.292
C  -2.587  -3.942  -0.602
O  0.197  0.046  -1.602
H  4.742  3.108  -4.061
O  1.390  1.151  0.778
O  2.370  -1.359  -0.673
C  -3.391  -2.825  -0.765
C  2.264  2.643  -1.159
C  4.043  2.986  -3.245
C  -0.754  -2.526  -0.113
Br  -3.762  0.003  -0.882
H  2.514  4.729  -0.782
S  1.201  2.520  0.241

The LUMO energy (alpha / beta) comes out at -3.457 / -5.862 eV. As for the total charge: +1. Its expectation value of S² is 6.03. The value obtained for the HOMO-LUMO gap (alpha / beta) is 8.55 / 6.07 eV. As for the HOMO energy (alpha / beta): -0.4411 / -0.4383 Ha. Its energy above the lowest of the compared OMol25 structures with the same formula, charge and spin is 95.3 kJ/mol. The multiplicity is 5.

Mulliken population analysis, charges in e, atoms 1 to 8:
1. C 0.64
2. H 0.35
3. Cl -0.12
4. Cl -0.16
5. O -0.62
6. As 1.23
7. H 0.45
8. H 0.80

Density functional theory data (wB97M-V/def2-TZVPD) for C22H51BN4O2PtSi2 as an isolated structure at a distorted geometry.

CARTESIAN COORDINATES (ANGSTROEM)
H  -1.238  -0.110  -1.583
H  -1.313  -4.155  -2.466
C  -1.235  -1.307  -3.383
H  -4.372  -1.686  -0.647
H  -5.560  -0.448  -0.163
H  -1.657  1.939  -3.967
H  -2.570  -1.082  4.223
H  -0.336  -1.749  -0.102
C  2.032  -1.324  3.795
H  0.712  -2.606  -2.649
H  3.379  -1.640  -1.491
Pt  -0.285  -0.602  1.993
H  -1.618  1.567  0.465
O  -0.548  -2.037  -1.086
H  4.146  0.605  2.283
C  2.863  -0.754  4.754
H  -0.765  2.701  -5.305
H  -1.367  2.839  5.612
H  -2.964  2.353  1.335
H  1.930  2.382  0.852
H  -4.539  1.141  2.933
C  0.446  2.350  -3.551
H  1.838  2.119  -0.920
H  1.250  -3.186  -1.067
H  2.008  1.841  -6.302
H  2.905  1.583  -4.027
H  1.427  0.161  -6.312
N  -1.120  0.343  3.573
H  2.504  -0.171  -4.037
H  -5.684  0.175  1.997
H  -2.092  -2.197  0.782
C  4.155  -0.165  1.509
N  1.586  0.867  3.886
H  -3.142  1.961  -0.384
H  0.834  -0.424  -0.438
H  1.528  -1.877  0.543
H  -1.198  3.668  -3.867
C  -0.386  -4.362  -1.915
H  3.181  0.492  -6.290
H  1.052  2.927  4.590
H  -2.476  -1.439  -1.600
H  -0.616  -4.828  -0.946
C  -2.137  -1.365  1.498
C  -4.507  -0.616  -0.437
H  -4.302  -0.035  -1.346
C  -2.411  0.872  5.325
H  5.112  -0.134  0.992
C  2.448  1.943  -0.017
H  4.048  -1.147  1.976
C  2.573  0.606  4.771
H  -4.614  -0.626  3.154
H  0.254  -5.093  -2.428
C  -1.518  1.915  5.073
O  0.880  1.051  -3.960
H  -0.245  -0.947  -3.679
C  1.211  -0.810  0.535
H  -2.510  -1.842  2.417
H  2.962  1.407  5.383
H  3.293  -0.025  -2.253
C  2.218  0.824  -4.419
C  -2.119  -0.116  4.376
C  -4.676  0.182  2.423
Si  -3.443  -0.060  1.015
C  -0.881  2.680  -4.212
N  -0.712  1.584  4.039
H  -3.139  0.778  6.114
B  0.713  2.179  3.718
H  3.419  2.450  -0.154
C  -1.481  -1.122  -1.924
C  3.602  -0.571  -1.349
H  -1.380  -2.349  -3.710
H  0.836  2.726  2.663
H  4.693  -0.463  -1.226
H  1.204  3.092  -3.830
C  0.388  -3.099  -1.729
H  3.557  -1.276  5.380
N  1.236  -0.332  3.300
H  -1.921  -0.668  -3.950
C  2.210  0.827  -5.932
C  -2.711  1.607  0.567
H  0.348  2.322  -2.449
Si  2.844  0.132  0.233
H  1.966  -2.344  3.427

The LUMO energy (alpha / beta) comes out at 0.191 / -0.387 eV. As for the total charge: 0. Its expectation value of S² is 2.01. The value obtained for the HOMO-LUMO gap (alpha / beta) is 4.05 / 7.19 eV. As for the HOMO energy (alpha / beta): -0.1419 / -0.2784 Ha. Its energy above the lowest of the compared OMol25 structures with the same formula, charge and spin is 312.6 kJ/mol. The multiplicity is 3.

Mulliken population analysis, charges in e, atoms 1 to 8:
1. H 0.04
2. H 0.26
3. C -1.41
4. H 0.27
5. H 0.42
6. H 0.17
7. H 0.67
8. H -0.25

Density functional theory data (wB97M-V/def2-TZVPD) for C19H44As3F18N5O17 as an isolated structure at a distorted geometry.

CARTESIAN COORDINATES (ANGSTROEM)
F  4.845  -3.398  -1.203
F  -1.747  1.193  3.668
O  1.212  -2.507  2.734
O  1.965  -1.107  -4.953
F  6.548  -2.017  -2.334
F  -4.651  0.511  -3.304
H  -1.610  2.060  -3.494
C  -1.809  1.380  0.481
F  -3.405  -0.086  2.587
F  -4.829  -0.202  4.696
C  2.150  3.916  4.372
O  -0.240  -3.511  4.056
H  -6.452  1.734  0.395
F  -5.658  2.234  -4.933
H  -4.209  0.757  1.197
H  -0.217  4.981  3.147
F  3.302  -2.862  -3.093
C  -0.005  3.941  3.208
H  -3.072  -2.741  -2.484
H  -5.392  3.161  0.375
H  -0.870  -3.442  -2.366
O  1.797  1.504  0.446
F  5.467  -3.832  -3.678
N  -0.983  -4.454  -2.362
C  0.950  -3.180  3.633
H  3.663  2.507  -3.218
C  -3.373  -3.838  -2.746
H  2.163  4.666  2.140
O  1.787  -3.847  4.337
H  -0.576  0.949  -2.516
H  2.652  -3.721  3.911
O  2.086  2.550  7.250
H  0.065  0.132  -5.679
N  1.727  2.168  -3.008
N  0.837  3.567  4.322
O  0.995  -5.658  1.176
H  0.412  3.008  5.003
O  0.934  1.134  8.554
F  -4.804  2.763  -2.827
H  3.911  2.675  0.726
H  4.376  0.069  -0.501
C  1.995  -0.700  -0.502
H  4.996  2.424  -0.715
H  -1.901  0.372  0.164
F  4.904  -1.595  -4.266
H  3.390  5.272  3.112
C  2.899  1.987  -3.812
C  1.036  1.785  7.494
F  -2.903  1.174  5.898
O  0.443  2.653  -4.887
C  0.653  -1.539  -4.963
N  -4.342  1.425  0.461
N  3.864  0.726  0.052
C  2.765  4.401  2.987
C  4.567  1.961  0.205
As  -5.986  1.745  -3.348
H  -1.188  1.862  -0.313
H  0.966  -4.815  -2.070
F  -7.213  0.694  -3.926
O  2.032  -4.557  -0.453
H  1.418  -1.123  0.331
O  3.179  -5.547  1.214
C  -2.212  -4.880  -2.697
H  5.534  1.769  0.783
As  4.965  -2.516  -2.763
H  0.047  -6.280  -2.249
H  2.499  -1.804  -4.618
H  -1.342  1.460  1.472
H  2.296  2.975  6.404
H  3.135  1.021  -4.126
H  2.859  -1.362  -0.783
H  -0.971  3.376  3.207
H  -0.867  2.565  -2.038
H  0.498  3.502  2.351
F  -7.160  3.049  -3.083
H  3.389  3.553  2.647
O  -0.245  -0.636  -5.274
C  2.141  -5.252  0.698
O  -3.010  3.447  0.511
H  -0.523  1.068  6.654
H  1.483  -0.532  -1.451
O  -2.491  -6.033  -3.010
F  -6.415  1.076  -1.729
H  0.436  -5.312  -3.758
O  2.839  3.742  5.314
H  -3.544  -3.947  -3.823
C  -5.587  2.201  0.842
F  -4.020  1.951  3.862
C  2.524  0.602  0.005
H  -5.555  2.281  1.951
F  4.349  -1.023  -1.863
H  2.848  -4.248  -0.740
H  0.093  -5.628  0.714
F  -2.471  -0.997  4.827
H  1.519  1.612  -2.164
H  2.786  2.711  -4.602
C  0.524  2.283  -3.727
C  0.190  -5.290  -2.677
H  -4.459  1.036  -0.468
As  -3.235  0.494  4.301
H  -0.940  -2.899  3.615
O  0.153  1.770  6.449
O  0.363  -2.643  -4.785
H  -4.232  -4.242  -2.174
C  -3.023  2.245  0.541
C  -0.687  1.970  -2.926

The LUMO energy comes out at 3.451 eV. As for the total charge: -2. The value obtained for the HOMO-LUMO gap is 9.48 eV. As for the HOMO energy: -0.2217 Ha. The multiplicity is 1.

Mulliken population analysis, charges in e, atoms 1 to 8:
1. F -0.54
2. F -0.44
3. O -0.52
4. O -0.35
5. F -0.47
6. F -0.54
7. H 0.36
8. C 0.12

Density functional theory data (wB97M-V/def2-TZVPD) for the molecule C2H4N2O2S at a distorted geometry.

CARTESIAN COORDINATES (ANGSTROEM)
O  1.604  -1.489  -2.717
C  0.953  -1.280  -1.728
N  -0.505  -1.127  0.704
N  -0.594  1.292  0.514
S  -0.192  0.070  -1.550
H  -1.096  1.764  2.218
C  -0.411  -0.026  0.039
H  -0.121  2.031  -0.314
H  0.966  -1.768  -0.698
H  -0.341  -0.976  1.636
O  -0.263  1.507  1.895

The LUMO energy comes out at 0.452 eV. As for the total charge: 0. As for the structure (SMILES): [H]/N=C(\NO)SC=O. The value obtained for the HOMO-LUMO gap is 10.49 eV. As for the HOMO energy: -0.3690 Ha. Its energy above the lowest of the compared OMol25 structures with the same formula, charge and spin is 366.6 kJ/mol. The multiplicity is 1.

Mulliken population analysis, charges in e, atoms 1 to 8:
1. O -0.43
2. C 0.09
3. N -0.69
4. N -0.29
5. S -0.29
6. H 0.35
7. C 0.76
8. H 0.28

Please write out number 1 again, unchanged.
Density functional theory data (wB97M-V/def2-TZVPD) for a 2-piece molecular cluster, C9H11IN2O2 overall at a distorted geometry.

CARTESIAN COORDINATES (ANGSTROEM)
C  -0.924  -0.197  1.511
C  0.279  -0.731  -1.892
H  -2.099  -1.192  4.386
H  -0.779  -1.904  2.261
H  2.524  -0.236  -4.002
C  -1.647  -0.494  3.735
H  -1.980  2.655  -0.168
H  -0.868  0.041  4.508
C  3.222  -0.181  -3.034
H  -2.483  0.179  3.435
H  4.183  0.178  -3.200
H  3.289  -1.200  -2.534
C  2.462  0.702  -2.109
H  -1.038  1.614  -1.849
H  0.641  -1.662  -1.617
C  -0.285  -0.838  0.391
I  -0.512  -0.460  -3.828
C  -0.875  1.105  -0.924
O  2.528  1.447  -1.178
N  -0.817  -0.976  2.659
C  -1.479  1.699  0.110
H  -1.824  1.502  2.223
N  -0.259  -0.147  -0.825
O  0.157  -1.978  0.513
C  -1.417  1.075  1.427

The LUMO energy (alpha / beta) comes out at 0.070 / -1.023 eV. As for the total charge: 0. Its expectation value of S² is 2.02. The value obtained for the HOMO-LUMO gap (alpha / beta) is 6.32 / 6.95 eV. As for the HOMO energy (alpha / beta): -0.2295 / -0.2931 Ha. The multiplicity is 3.

Mulliken population analysis, charges in e, atoms 1 to 8:
1. C 0.10
2. C -0.98
3. H 0.36
4. H 0.29
5. H 0.15
6. C -0.93
7. H 0.29
8. H 0.26